No. 1
DFT (the ωB97M-V functional and the def2-TZVPD basis) results for 2 unconnected molecules or ions with the total composition C5H11F2NO3P.

Last column: natural (NBO) charge in e.
CARTESIAN COORDINATES (ANGSTROEM)
C 0.3603 2.0049 0.8166  -0.61
C -2.0823 -0.9071 1.6997  -0.68
C -0.5678 1.1717 1.6533  -0.46
C -1.3948 0.1480 0.9381  -0.08
C 0.7723 -1.4255 -0.5180  0.33
N 0.2667 0.2683 -2.9757  -0.55
O 2.3322 -1.4805 -2.7995  -1.15
O 3.1775 -0.3390 -0.5674  -1.13
O 1.2707 0.6854 -1.9797  -0.71
F 1.1559 -2.2132 0.4354  -0.33
F -0.0799 -2.2054 -1.2934  -0.40
P 2.1302 -0.6896 -1.5365  2.24
H -0.2401 2.5881 0.0923  0.21
H 0.9485 2.5483 1.5785  0.20
H 1.0440 1.2398 0.3502  0.25
H -1.6741 -0.7160 2.6229  0.20
H -1.8738 -1.9131 1.3400  0.22
H -3.1391 -0.6479 1.6609  0.20
H -0.1000 0.4823 2.4305  0.19
H -1.1751 1.8560 2.2638  0.18
H -1.8667 0.2602 -0.0296  0.17
H 1.0134 -0.1725 -3.6295  0.38
H -0.2779 -0.5433 -2.5529  0.34

Forces on the atoms, in the same order (eV/Å):
1.0 -1.6 0.5
-0.1 0.5 -1.5
-0.9 -1.7 0.9
-0.1 0.2 -1.5
-0.8 -0.5 -1.7
1.6 -0.9 -0.7
0.0 0.2 0.9
0.4 0.3 0.3
-0.2 -0.9 0.3
0.5 -0.8 1.8
-0.2 0.4 0.4
-0.3 0.9 -1.2
0.8 -0.1 0.3
-0.1 0.5 -0.9
-0.5 1.4 -0.1
0.3 -0.6 2.9
-0.2 -0.1 0.0
-0.4 -0.5 0.3
0.4 1.3 -0.7
-0.4 -0.1 0.0
0.6 0.8 -0.4
-2.3 0.3 0.8
1.1 1.2 -0.7

Properties
Total energy in eV: -27718.3516
HOMO level (alpha / beta) in hartree: -0.165 / -0.175
ΔE to the lowest compared entry with this formula, charge and spin in kcal per mole: 97.4
Charge: -1

=====

No. 2
DFT (the ωB97M-V functional and the def2-TZVPD basis) results for a molecular structure, C27H50FeOP2.

Last column: Mulliken charge in e.
CARTESIAN COORDINATES (ANGSTROEM)
Fe -1.5868 2.1139 -0.4062  -0.36
C 0.5027 3.5090 1.1593  -0.04
C -0.7544 3.9464 0.6300  0.95
C -1.1429 2.2400 2.2102  1.30
C 0.2692 2.5190 2.1203  0.76
C -1.7996 3.2409 1.3712  -0.75
C 1.8585 3.9913 0.7586  -1.72
H 1.9173 4.2815 -0.2993  0.36
H 2.6411 3.2459 1.0045  0.32
H 2.0569 4.8978 1.3457  0.40
C 1.3135 1.8422 2.9337  -1.20
H 2.3017 1.9636 2.4893  0.28
H 1.1313 0.7670 3.0714  -0.04
H 1.3861 2.3113 3.9181  0.37
C -1.7240 1.1603 2.9429  -1.29
H -1.6008 1.2210 4.0384  0.42
H -0.7025 -0.2850 3.0018  -0.28
H -2.6572 0.7174 2.6048  0.09
C -3.2153 3.0590 0.8596  -0.91
H -3.8853 3.8821 1.1175  0.37
H -3.6879 2.1182 1.1873  0.35
H -3.2267 3.0314 -0.2710  0.43
C -0.8884 4.8793 -0.5384  -0.99
H -1.0892 5.9448 -0.2738  0.33
H -1.7125 4.5234 -1.1977  0.14
H 0.0702 4.8300 -1.1123  0.31
C 2.4533 -0.6429 -0.0474  -0.36
C 2.9973 0.1955 -0.9704  -0.93
C 2.1521 1.2172 -1.6460  0.05
C 0.8888 0.6358 -2.3195  0.67
C -0.4915 0.7137 -1.7223  -1.23
C -1.0386 -0.6046 -1.3504  0.60
C -0.2264 -1.3058 -0.2361  -0.12
C 1.3007 -1.5898 -0.2894  0.78
H 2.7007 1.7807 -2.4113  0.49
H 1.1512 -0.4686 -2.4131  -1.94
H 1.7974 1.9302 -0.9372  -0.57
H 1.5032 -2.1491 -1.2080  -1.30
H 2.7241 -0.6352 1.0324  0.33
H 4.0781 0.3465 -0.9910  0.46
H 1.4000 -2.4157 0.4316  0.79
H -0.3225 -0.7409 0.6832  -0.67
H -2.0294 -0.5071 -0.8604  0.84
H -0.7891 -2.2284 -0.0682  0.59
H 0.8222 1.0423 -3.3406  0.82
H -1.1655 1.2788 -2.3761  0.71
P 1.1492 -1.9827 -3.3656  1.03
C 2.4217 -3.2593 -3.0265  -1.41
C 1.5145 -1.3756 -5.0252  -1.36
P -1.6763 -1.5033 -2.7991  0.96
C -0.4740 -2.7768 -3.2974  -1.05
C -2.0341 -0.2954 -4.0354  -1.38
C -3.1730 -2.3664 -2.3754  -1.31
H 2.0815 -3.9515 -2.2354  0.44
H 3.3456 -2.7628 -2.6798  0.35
H 2.5963 -3.8224 -3.9640  0.45
H 1.5157 -2.2507 -5.6978  0.45
H 2.5062 -0.8918 -4.9688  0.38
H 0.7734 -0.6249 -5.3390  0.30
H -3.3320 -3.1196 -3.1574  0.46
H -3.9850 -1.6212 -2.3772  0.46
H -3.0911 -2.8188 -1.3767  0.37
H -0.4204 -3.6498 -2.6015  0.43
H -0.6450 -3.1897 -4.3068  0.62
H -3.0020 0.1185 -3.7656  0.44
H -2.0609 -0.7572 -5.0182  0.43
H -1.3308 0.5367 -4.0506  0.38
C 1.5487 -2.1831 4.3935  -1.74
C 0.1114 -1.8204 4.0812  1.69
C -0.6651 -3.0995 3.7698  -1.62
C -0.5233 -1.1908 5.2974  -1.80
O 0.0714 -0.9414 2.9522  0.01
H 2.0372 -2.6464 3.5370  0.35
H 1.5978 -2.8933 5.2309  0.45
H 2.1168 -1.2876 4.6644  0.37
H -0.6012 -3.8097 4.6209  0.43
H -1.7291 -2.8669 3.5762  0.36
H -0.2689 -3.5995 2.8749  0.28
H -0.0156 -0.2610 5.5656  0.32
H -1.5794 -0.9694 5.1136  0.38
H -0.4613 -1.8708 6.1600  0.50

Forces on the atoms, in the same order (eV/Å):
3.0 -1.1 0.0
-0.9 -0.2 -0.6
0.4 -0.2 1.2
0.5 1.0 -1.1
-0.6 -0.4 0.2
0.4 -1.3 -1.0
0.1 0.3 0.3
0.1 -0.2 0.3
-0.4 0.5 -0.3
0.3 -0.1 -0.2
0.4 -0.2 0.2
0.0 -0.1 0.0
0.0 0.5 -0.1
-0.1 0.0 0.1
-0.7 1.1 0.9
0.2 -0.6 -0.5
1.0 -1.0 0.1
-0.1 0.1 0.1
-0.2 0.2 0.5
-0.1 0.0 -0.3
0.2 0.4 0.2
-0.6 0.3 0.0
0.2 0.2 -0.2
0.0 -0.8 -0.2
0.3 0.5 0.0
-0.9 0.2 0.3
-0.6 0.2 0.4
0.2 0.0 1.6
-0.8 -0.4 -2.5
0.5 0.6 0.1
-0.6 2.6 1.5
-0.9 0.0 0.9
0.1 -0.3 -0.1
-1.2 -1.1 -0.2
0.1 -0.1 0.2
-0.7 2.4 0.2
0.1 0.6 0.9
0.1 0.5 0.2
1.2 -0.9 -1.1
-0.2 0.7 0.9
0.1 0.5 0.3
-0.6 0.4 0.0
0.0 0.3 0.1
0.4 -0.4 0.3
0.2 -0.2 0.0
-0.2 -0.2 -0.6
1.9 -1.2 0.5
-0.2 -0.8 -1.0
-0.3 -0.7 -0.5
1.6 -1.5 1.0
-0.1 -1.0 -1.4
0.0 0.2 -0.8
-0.6 0.2 -0.2
0.2 0.3 -0.4
-0.4 -0.2 -0.2
0.3 0.0 0.6
0.2 0.7 -0.3
-0.4 -0.3 -0.1
0.3 -0.3 0.0
-0.3 0.1 0.4
0.1 -0.5 0.1
0.0 0.0 -0.4
-0.3 0.9 -0.2
-0.6 0.0 0.3
-0.2 0.1 -0.2
-0.3 0.0 -0.1
0.2 -0.4 0.0
0.4 0.2 0.0
-0.5 -0.7 0.1
-0.3 -0.4 -0.1
-0.1 0.3 0.5
-0.5 0.1 0.0
0.0 0.0 -0.1
-0.1 0.2 -0.2
0.0 -0.1 0.0
-0.1 0.4 -0.5
0.4 -0.1 0.1
0.0 0.1 0.2
0.0 0.0 0.0
0.1 0.0 0.1
0.0 0.2 -0.3

Properties
<S²>: 8.80
Total energy in eV: -83807.3965
HOMO level (alpha / beta) in hartree: -0.337 / -0.347
Charge: +1
2S+1: 6